No. 1
Density functional theory data (ωB97M-V/def2-TZVPD) for a molecular structure, C4H4Cl12Cr2O4S at a distorted geometry.

Total energy in Eh: -8464.44601
Lowest unoccupied orbital energy (alpha / beta) in eV: -11.82 / -10.62
HOMO-LUMO gap (alpha / beta) in hartree: 0.1296 / 0.1737
<S²>: 20.0532
Largest force on an atom in Eh/bohr: 0.0606

ORCA input file:
```
! RIJCOSX wB97M-V def2-TZVPD def2/J DEFGRID3
* xyz 2 9
Cl -3.56 7.91 19.49
C -8.62 4.03 20.67
Cl -8.23 3.67 18.99
Cl -7.79 4.84 25.88
C -7.03 5.84 24.63
H -7.84 4.74 20.93
Cl -10.16 4.88 20.87
O -5.73 4.29 21.76
Cl -3.10 1.42 19.02
O -3.50 4.54 22.63
Cr -4.76 1.24 23.54
Cl -8.13 7.08 24.12
H -4.46 5.94 20.38
Cl -6.12 6.67 18.94
O -5.11 3.21 23.85
H -6.82 5.18 23.80
Cl -4.27 3.93 18.10
H -5.26 2.32 19.43
C -4.62 2.24 18.57
S -4.69 3.65 22.47
Cr -2.56 4.93 24.29
Cl -8.51 2.61 21.72
O -4.32 2.30 21.97
Cl -5.51 6.50 25.26
C -4.87 6.91 20.16
Cl -5.55 7.52 21.67
Cl -5.51 1.40 17.30
*
```

And the Löwdin charges, in e, turn out to be: 0.566 -1.564 0.569 0.578 -1.559 -0.043 0.580 -0.232 0.525 -0.385 1.300 0.625 -0.056 0.557 -0.406 -0.032 0.537 -0.033 -1.530 0.320 1.399 0.539 -0.372 0.552 -1.568 0.552 0.580

=====

No. 2
Density functional theory data (ωB97M-V/def2-TZVPD) for a single C4H4Cl2F2O3 molecule at a distorted geometry.

Total energy in Eh: -1500.61331
Lowest unoccupied orbital energy in eV: 0.54
HOMO-LUMO gap in hartree: 0.3960
SMILES: COC(=O)[C@](O)(Cl)C(F)(F)Cl
Largest force on an atom in Eh/bohr: 0.0826

ORCA input file:
```
! RIJCOSX wB97M-V def2-TZVPD def2/J DEFGRID3
* xyz 0 1
Cl -2.16 -1.98 -0.46
F -3.12 0.07 0.76
C 0.47 0.09 -0.47
Cl -1.29 2.16 0.17
F -1.30 -0.64 1.58
H 2.39 -1.07 0.95
H 3.17 0.38 -0.03
O -1.54 0.53 -1.84
C -1.99 -0.52 0.46
C -0.96 0.61 -0.61
O 0.99 -0.47 -1.41
H -0.85 0.28 -2.57
O 1.09 0.37 0.69
H 2.64 0.24 1.91
C 2.45 -0.07 0.86
*
```

And the Löwdin charges, in e, turn out to be: 0.790 0.069 -0.492 0.770 0.071 0.044 0.170 -0.062 -0.925 -0.737 0.114 0.167 -0.070 0.106 -0.016

=====

No. 3
Density functional theory data (ωB97M-V/def2-TZVPD) for a molecular structure, C4H4Cl2GaN2O3STb at a distorted geometry.

Total energy in Eh: -4556.18611
Lowest unoccupied orbital energy (alpha / beta) in eV: -17.81 / -17.81
HOMO-LUMO gap (alpha / beta) in hartree: 0.2135 / 0.2137
<S²>: 12.7110
Largest force on an atom in Eh/bohr: 0.1278

ORCA input file:
```
! RIJCOSX wB97M-V def2-TZVPD def2/J DEFGRID3
* xyz 4 7
C 0.78 -3.52 0.51
O -2.95 8.22 -3.01
O 1.07 -0.67 1.35
C 0.30 -0.68 0.40
O -1.96 9.04 -0.51
Cl -1.22 3.22 0.52
H 0.95 -2.37 2.16
H 2.01 -5.14 0.00
N 1.05 -3.33 1.79
H 1.70 -3.94 2.30
Cl -1.95 4.05 -2.91
H 0.98 -4.52 -1.24
N 1.29 -4.48 -0.28
C -1.74 7.96 -0.23
Tb -1.80 5.43 -0.90
S -0.17 -2.24 -0.45
C -2.62 7.27 -2.46
Ga 0.02 1.20 -0.37
*
```

And the Löwdin charges, in e, turn out to be: -0.488 0.234 0.052 -0.625 0.207 0.036 0.122 0.177 0.219 0.184 -0.014 0.143 0.220 -0.030 1.333 1.135 -0.078 1.175

=====

No. 4
Density functional theory data (ωB97M-V/def2-TZVPD) for a molecular structure, C4H4Cl2InN2O4Y at a distorted geometry.

Total energy in Eh: -1712.37047
Lowest unoccupied orbital energy (alpha / beta) in eV: -17.76 / -18.58
HOMO-LUMO gap (alpha / beta) in hartree: 0.2564 / 0.1832
Largest force on an atom in Eh/bohr: 0.1870

ORCA input file:
```
! RIJCOSX wB97M-V def2-TZVPD def2/J DEFGRID3
* xyz 4 1
C -0.77 -2.55 0.21
O 0.69 -0.35 1.99
H 1.25 -2.77 0.38
H 0.34 -4.28 0.32
C 1.26 7.12 -1.82
C 0.93 7.33 0.02
O 1.01 8.41 0.49
C 0.76 -0.39 0.83
N 0.37 -3.26 0.39
O 1.77 7.93 -2.50
Y 0.65 4.94 -0.75
Cl 2.43 3.63 -1.97
H -1.94 -4.27 0.28
O -0.81 -1.28 0.14
Cl -0.70 3.24 0.51
In 1.04 1.18 -0.99
H -2.79 -2.74 0.19
N -1.92 -3.26 0.16
*
```

And the Löwdin charges, in e, turn out to be: -0.421 0.213 0.161 0.188 -0.091 -0.074 0.284 -0.169 0.393 0.290 1.135 0.053 0.204 -0.006 0.011 1.118 0.205 0.506

=====

No. 5
Density functional theory data (ωB97M-V/def2-TZVPD) for a single C4H4Cl2OS molecule at a distorted geometry.

Total energy in Eh: -1548.59084
Lowest unoccupied orbital energy in eV: -0.34
HOMO-LUMO gap in hartree: 0.3349
SMILES: C[C@@H]1OC(=S)C1(Cl)Cl
Largest force on an atom in Eh/bohr: 0.0349

ORCA input file:
```
! RIJCOSX wB97M-V def2-TZVPD def2/J DEFGRID3
* xyz 0 1
H -1.15 1.35 -1.83
Cl 1.97 0.65 0.95
C -0.26 1.06 -1.26
O -1.33 -0.35 0.55
H 0.63 1.07 -1.89
H -0.50 -1.13 -1.22
Cl 1.56 -2.18 0.45
C -0.38 -0.28 -0.52
C 0.71 -0.58 0.56
S -0.69 -0.82 3.13
C -0.46 -0.62 1.55
H -0.11 1.82 -0.48
*
```

And the Löwdin charges, in e, turn out to be: 0.090 0.620 -0.040 -0.027 0.087 0.144 0.603 -0.342 -1.062 0.776 -0.917 0.068

=====

No. 6
Density functional theory data (ωB97M-V/def2-TZVPD) for a single C4H4Cl4 molecule at a distorted geometry.

Total energy in Eh: -1995.56316
Lowest unoccupied orbital energy in eV: 0.57
HOMO-LUMO gap in hartree: 0.4138
SMILES: C=C(C(Cl)Cl)C(Cl)Cl
Largest force on an atom in Eh/bohr: 0.0375

ORCA input file:
```
! RIJCOSX wB97M-V def2-TZVPD def2/J DEFGRID3
* xyz 0 1
H -0.91 2.11 0.05
Cl 1.65 -1.44 1.34
Cl 2.67 0.29 -0.77
C 0.00 1.59 0.00
C 1.25 -0.60 -0.20
H -0.95 -1.30 0.92
Cl -2.65 0.32 0.76
C -0.01 0.28 -0.02
H 0.92 2.12 -0.09
C -1.23 -0.55 0.16
H 0.94 -1.35 -0.87
Cl -1.66 -1.48 -1.28
*
```

And the Löwdin charges, in e, turn out to be: 0.037 0.589 0.617 0.051 -1.036 0.044 0.617 -0.502 0.045 -1.093 0.015 0.615

=====

Among the records above, which one has the highest largest force on an atom?
C4H4Cl2InN2O4Y